No. 1
{"formula": "C42H66As3ClN9O2ReS", "method": "ωB97M-V/def2-TZVPD", "symbols": ["Re", "N", "C", "S", "N", "N", "C", "C", "C", "C", "C", "C", "C", "C", "C", "C", "C", "C", "N", "H", "H", "H", "H", "H", "H", "H", "H", "H", "H", "H", "C", "As", "C", "C", "C", "C", "C", "As", "C", "C", "C", "As", "C", "C", "H", "H", "H", "H", "H", "H", "H", "H", "H", "H", "H", "H", "H", "H", "H", "H", "H", "H", "H", "H", "H", "H", "H", "H", "H", "H", "H", "C", "N", "C", "N", "O", "H", "H", "H", "H", "H", "H", "C", "C", "C", "C", "C", "O", "C", "C", "C", "C", "C", "C", "Cl", "C", "C", "C", "N", "C", "N", "C", "N", "H", "H", "H", "H", "H", "H", "H", "H", "H", "H", "H", "H", "H", "H", "H", "H", "H", "H", "H", "H", "H", "H"], "positions_angstrom": [[-0.1732, 1.2511, -0.3350], [-1.8446, 3.7863, 2.8613], [-1.1248, 3.1939, 1.9034], [-1.9206, 1.8997, 0.9994], [0.0893, 3.6033, 1.6591], [0.7003, 2.8845, 0.6838], [1.8864, 3.3053, 0.3207], [2.5656, 4.4785, 0.8855], [2.9771, 5.5056, 0.0328], [3.6248, 6.6152, 0.5499], [3.8930, 6.6860, 1.9098], [3.5021, 5.6569, 2.7571], [2.8242, 4.5612, 2.2540], [2.5208, 2.4620, -0.6865], [3.8292, 2.6734, -1.1156], [4.4077, 1.7875, -2.0034], [3.6758, 0.6820, -2.4147], [2.3889, 0.5163, -1.9507], [1.7911, 1.3881, -1.1190], [-2.8046, 3.5409, 3.0338], [-1.4498, 4.5682, 3.3624], [2.7828, 5.4516, -1.0316], [3.9259, 7.4184, -0.1072], [4.4121, 7.5452, 2.3111], [3.7227, 5.7131, 3.8132], [2.5127, 3.7656, 2.9157], [4.3830, 3.5124, -0.7259], [5.4213, 1.9409, -2.3464], [4.0986, -0.0594, -3.0769], [1.8127, -0.3486, -2.2210], [-1.9876, -2.2448, -1.2439], [-1.0860, -0.6753, -1.9431], [0.1638, -1.6490, -3.0851], [-2.4504, -0.0768, -3.2020], [-2.2098, 1.0461, -4.2285], [-3.4410, 1.0298, -5.1517], [-2.2052, 2.4234, -3.5547], [-0.9085, 2.8758, -2.1723], [0.5926, 3.7081, -3.0661], [-1.7617, 4.4293, -1.3958], [-0.9202, 0.8177, -5.0308], [-0.7956, 1.6202, -6.8605], [0.7699, 0.5548, -7.3516], [0.2075, 3.2518, -6.4321], [-1.8931, -3.0146, -2.0087], [-3.0277, -1.9889, -1.0782], [-1.5343, -2.5983, -0.3201], [-0.4531, -2.2941, -3.7113], [0.8007, -2.2872, -2.4735], [0.7577, -1.0177, -3.7364], [-3.3050, 0.1539, -2.5609], [-2.6986, -0.9955, -3.7454], [-4.3571, 1.0177, -4.5609], [-3.4366, 0.1456, -5.7920], [-3.4681, 1.9023, -5.8071], [-3.1779, 2.6141, -3.0888], [-2.0552, 3.2056, -4.3081], [0.2044, 4.3214, -3.8792], [1.2817, 2.9712, -3.4730], [1.1106, 4.3523, -2.3565], [-2.0317, 5.1026, -2.2116], [-1.0725, 4.9354, -0.7198], [-2.6579, 4.1293, -0.8546], [-0.8180, -0.2523, -5.2291], [-0.0372, 1.1151, -4.4464], [0.4740, -0.4805, -7.5158], [1.5533, 0.5986, -6.5940], [1.1675, 0.9427, -8.2884], [-0.4479, 4.0171, -6.0161], [0.6043, 3.6439, -7.3685], [1.0428, 3.0595, -5.7597], [-5.4384, 1.7510, -0.7170], [-5.5046, 0.6996, 0.2749], [-4.4905, -0.1552, 0.5067], [-4.7213, -1.1515, 1.3984], [-3.3795, -0.0312, -0.0362], [-5.9549, 1.4705, -1.6360], [-4.3897, 1.9428, -0.9441], [-5.8908, 2.6593, -0.3234], [-6.3914, 0.5317, 0.7213], [-5.6453, -1.3749, 1.7262], [-4.0141, -1.8590, 1.4887], [1.1947, -5.3518, 5.9125], [1.2568, -3.8209, 5.7888], [0.3074, -3.2235, 6.8342], [2.6891, -3.3674, 6.1130], [0.8579, -3.3859, 4.3330], [1.8046, -3.8463, 3.3896], [-0.5604, -3.8800, 3.9760], [-0.9938, -3.8701, 2.5024], [-0.2182, -4.7970, 1.5985], [0.6810, -4.3185, 0.6509], [1.4037, -5.1785, -0.1576], [1.2222, -6.5480, -0.0227], [2.1203, -7.6285, -1.0312], [0.3310, -7.0533, 0.9121], [-0.3819, -6.1751, 1.7128], [0.9697, -1.8395, 4.2696], [1.1004, -1.2446, 2.9285], [0.2000, -0.5372, 2.2701], [0.6995, -0.1360, 1.0976], [1.9789, -0.6323, 1.1386], [2.2476, -1.2883, 2.2308], [1.6626, -5.6518, 6.8483], [1.7317, -5.8796, 5.1210], [0.1742, -5.7300, 5.9324], [0.6010, -3.5683, 7.8248], [-0.7260, -3.5312, 6.6830], [0.3509, -2.1341, 6.8603], [3.0629, -3.9309, 6.9655], [2.7377, -2.3166, 6.4002], [3.3750, -3.5276, 5.2819], [2.0481, -4.7575, 3.5925], [-1.2781, -3.2894, 4.5497], [-0.6742, -4.9052, 4.3272], [-0.9793, -2.8620, 2.0863], [-2.0427, -4.1817, 2.4874], [0.8581, -3.2520, 0.5774], [2.1204, -4.8084, -0.8748], [0.1967, -8.1206, 1.0063], [-1.0786, -6.5794, 2.4366], [1.8538, -1.5041, 4.8061], [0.0895, -1.3675, 4.7034], [-0.7977, -0.3503, 2.6260], [2.7008, -0.5080, 0.3551]], "e_tot_ha": -9926.4763, "homo_lumo_gap_ev": [3.4, 4.1], "charge": 3, "e_homo_ev": [-14.08, -14.08], "spin_multiplicity": 2, "mol_weight_g_mol": 1207.54}

No. 2
{"formula": "C42H66N7O3PSi", "method": "ωB97M-V/def2-TZVPD", "symbols": ["C", "C", "O", "C", "C", "Si", "C", "C", "C", "C", "C", "C", "C", "C", "C", "C", "P", "O", "O", "H", "H", "H", "H", "H", "H", "H", "H", "H", "H", "H", "H", "H", "H", "H", "H", "H", "H", "H", "H", "H", "H", "H", "H", "H", "H", "H", "H", "H", "H", "H", "N", "C", "C", "C", "C", "H", "H", "H", "H", "H", "N", "C", "C", "C", "C", "H", "H", "H", "H", "H", "N", "C", "C", "C", "C", "H", "H", "H", "H", "H", "N", "C", "C", "C", "C", "H", "H", "H", "H", "H", "N", "C", "C", "C", "C", "H", "H", "H", "H", "H", "N", "C", "C", "C", "C", "H", "H", "H", "H", "H", "N", "C", "C", "C", "C", "H", "H", "H", "H", "H"], "positions_angstrom": [[-0.7152, 5.7261, -0.9038], [0.2197, 5.5468, -2.0980], [1.3147, 4.7660, -1.6426], [1.6958, 3.7380, -2.5269], [0.6548, 2.5947, -2.5917], [1.4086, 0.8726, -2.6048], [1.8838, 0.2282, -0.9018], [1.2980, 1.0268, 0.2927], [2.3415, 1.3663, 1.3957], [2.3266, 2.8888, 1.6298], [1.9460, 0.6150, 2.6709], [3.0322, 0.6449, 3.7481], [2.4966, -0.1009, 4.9628], [1.5063, 0.4765, 5.7150], [1.7490, 1.8345, 6.3744], [0.1473, -0.1558, 5.8885], [-0.1182, -0.5358, -3.5188], [-0.3063, 0.1268, -5.0408], [-1.4631, -0.0263, -2.7111], [-0.1143, 5.7432, 0.0045], [-1.3950, 4.8810, -0.8038], [-1.2604, 6.6650, -0.9732], [-0.3260, 5.0875, -2.9250], [0.5434, 6.5309, -2.4457], [2.6424, 3.3545, -2.1416], [1.8974, 4.1045, -3.5379], [-0.0802, 2.7284, -1.7998], [0.0898, 2.6901, -3.5256], [2.5952, 0.8821, -3.5028], [2.9639, 0.1355, -0.7949], [1.5042, -0.7959, -0.8420], [0.5222, 0.4097, 0.7467], [0.8094, 1.9487, -0.0143], [3.3486, 1.0988, 1.0728], [2.2391, 3.3978, 0.6679], [1.4431, 3.1741, 2.2031], [3.2419, 3.2551, 2.0907], [1.8013, -0.4351, 2.3977], [1.0183, 1.0362, 3.0560], [3.1959, 1.6818, 4.0565], [3.9512, 0.1851, 3.3863], [2.9024, -1.0722, 5.2341], [1.7040, 2.6491, 5.6419], [2.7267, 1.8264, 6.8381], [0.9558, 2.0319, 7.0919], [-0.2900, -0.3909, 4.9223], [0.1503, -1.0314, 6.5458], [-0.4954, 0.5855, 6.3691], [0.2327, 0.9152, -5.1411], [-1.9968, -0.7882, -2.4732], [2.6832, -2.5040, -4.9684], [2.8950, -3.1581, -6.1502], [3.8622, -4.1041, -5.9381], [4.2456, -4.0176, -4.5720], [3.4981, -3.0216, -4.0010], [2.0286, -1.7561, -4.8290], [2.3419, -2.8965, -7.0356], [4.2506, -4.7850, -6.6769], [4.9836, -4.6182, -4.0666], [3.4763, -2.6403, -2.9941], [-3.0403, 2.4335, 6.0412], [-3.3248, 3.3469, 7.0196], [-4.4298, 2.9049, 7.6960], [-4.8249, 1.6743, 7.1042], [-3.9470, 1.4099, 6.0878], [-2.2820, 2.5034, 5.3887], [-2.7202, 4.2278, 7.1494], [-4.9025, 3.4063, 8.5236], [-5.6575, 1.0552, 7.3927], [-3.8900, 0.5861, 5.3973], [-4.0830, 0.4762, -5.1843], [-4.8363, 1.6116, -5.0835], [-6.1232, 1.2392, -4.7969], [-6.1444, -0.1792, -4.7182], [-4.8696, -0.6191, -4.9605], [-3.0990, 0.4486, -5.3885], [-4.3954, 2.5835, -5.2236], [-6.9559, 1.9080, -4.6583], [-6.9963, -0.8037, -4.5082], [-4.4580, -1.6135, -4.9934], [-1.7423, 9.8293, -2.2490], [-2.0183, 8.7833, -3.0862], [-1.4904, 9.0783, -4.3146], [-0.8678, 10.3521, -4.2123], [-1.0394, 10.7880, -2.9260], [-2.0143, 9.8855, -1.2855], [-2.5640, 7.9227, -2.7390], [-1.5434, 8.4518, -5.1890], [-0.3537, 10.8859, -4.9936], [-0.7235, 11.6933, -2.4373], [2.2128, -4.6111, 4.6106], [2.0239, -3.7228, 3.5886], [0.6759, -3.5622, 3.4148], [0.0249, -4.3849, 4.3736], [1.0002, -5.0182, 5.0972], [3.1043, -4.9177, 4.9519], [2.8613, -3.2818, 3.0757], [0.2068, -2.9251, 2.6836], [-1.0377, -4.4972, 4.5134], [0.9364, -5.7198, 5.9110], [5.4623, -8.5628, -7.3964], [5.1437, -7.7467, -6.3448], [3.8404, -7.9897, -6.0043], [3.3549, -8.9957, -6.8833], [4.3790, -9.3292, -7.7289], [6.3537, -8.5937, -7.8540], [5.8687, -7.0660, -5.9325], [3.2959, -7.5009, -5.2140], [2.3669, -9.4243, -6.8930], [4.4291, -10.0416, -8.5342], [-3.5098, -5.3651, 5.9098], [-3.6643, -6.7224, 5.8347], [-4.7685, -6.9761, 5.0663], [-5.2986, -5.7217, 4.6591], [-4.4991, -4.7478, 5.1940], [-2.7819, -4.8934, 6.4137], [-2.9793, -7.3874, 6.3315], [-5.1534, -7.9516, 4.8218], [-6.1666, -5.5548, 4.0438], [-4.5488, -3.6746, 5.1276]], "e_tot_ha": -2879.6884, "homo_lumo_gap_ev": 7.6, "e_homo_ev": -7.40, "smiles": "CCOCC[Si@@H](CC[C@@H](C)CCC=C(C)C)P(O)O.c1cc[nH]c1.c1cc[nH]c1.c1cc[nH]c1.c1cc[nH]c1.c1cc[nH]c1.c1cc[nH]c1.c1cc[nH]c1", "mol_weight_g_mol": 776.10}